1.
18
Properties=species:S:1:pos:R:3:forces:R:3:lowdin_charge:R:1 method="wB97M-V/def2-TZVPD" homo_energy_ev=-9.09 homo_lumo_gap_ha=0.3337 e_lumo_ev=-0.01
C -1.658525 -0.804926 0.380402 -0.9 0.1 0.8 -0.124
C -0.219480 -0.400109 0.260182 0.9 0.5 -0.7 -0.561
C 0.680094 -1.275451 1.246804 0.5 1.5 -2.0 -0.002
C -0.204298 1.165001 0.411940 2.6 -0.8 1.6 -0.036
C -0.046379 -0.037029 -2.149733 0.8 0.8 0.0 -0.120
N -2.015387 -1.752357 -0.377562 -1.6 0.0 0.4 -0.038
N 0.176247 -0.876380 -1.025711 0.3 -1.3 -0.6 -0.007
O -1.230086 -2.175791 -1.284426 2.0 2.1 0.8 -0.026
H -2.298545 -0.293905 1.127787 0.2 -0.9 -0.6 0.137
H 0.004584 -2.101681 1.364128 0.3 -0.7 1.0 0.057
H 0.987459 -0.695692 2.151492 -0.2 -0.9 -0.6 0.084
H 1.525045 -1.614450 0.522221 -1.1 0.6 1.9 0.110
H 0.808683 1.608988 0.222119 -0.7 -0.6 0.1 0.101
H -0.387701 1.328823 1.486697 -0.1 0.2 -0.4 0.086
H -0.866094 1.750313 -0.162357 -1.2 0.2 -0.7 0.051
H -0.036183 -0.750241 -2.949233 -1.3 -0.1 -0.9 0.079
H -0.884168 0.656458 -1.926864 0.2 -0.4 -1.3 0.091
H 0.882399 0.525504 -2.502457 -0.8 -0.2 1.3 0.117

---

2.
18
Properties=species:S:1:pos:R:3:forces:R:3:lowdin_charge:R:1 method="wB97M-V/def2-TZVPD" smiles=N[C@]12C[C@@H]1NC[C@H]2O homo_energy_ev=-8.56 homo_lumo_gap_ha=0.3410 e_lumo_ev=0.72
C -0.705126 -0.422582 -0.402423 1.1 0.4 -1.4 -0.522
C -1.882622 -0.982362 0.435096 -2.5 0.6 -2.4 0.007
C -0.641915 -0.416180 1.063872 1.9 -0.7 2.6 -0.283
C 1.366522 0.747302 0.249189 -1.3 0.5 -1.4 -0.138
C 0.748491 -0.440455 -0.769609 1.9 -1.3 -1.4 -0.340
H -0.297370 1.732024 -0.810812 -3.2 -3.6 -0.7 0.132
H -1.567409 0.975246 -2.076926 2.2 -1.1 4.8 0.200
H -2.874654 -0.364208 0.015965 2.6 -2.1 1.7 0.160
H -1.874063 -2.115836 0.576190 -0.7 1.9 0.0 0.122
H -0.262577 -1.381230 1.572322 0.1 1.6 -1.4 0.153
H 0.058750 1.633144 1.593753 -0.1 -2.0 0.0 0.113
H 1.465450 1.838164 -0.302868 -0.4 -2.4 1.8 0.134
H 2.469379 0.461910 0.494785 -1.7 0.7 0.1 0.109
H 0.948917 -0.305806 -1.941748 -0.3 0.1 2.5 0.164
H 2.306340 -0.853846 0.033463 -2.7 -4.8 -1.0 0.157
N -1.103204 0.855824 -0.922992 -0.6 5.4 -3.3 -0.042
N 0.370080 0.623697 1.467998 0.2 3.0 -1.0 0.003
O 1.475012 -1.584811 -0.275249 3.4 3.8 0.6 -0.131

---

3.
18
Properties=species:S:1:pos:R:3:forces:R:3:lowdin_charge:R:1 method="wB97M-V/def2-TZVPD" homo_energy_ev="-6.44 / -6.98" homo_lumo_gap_ha="0.2688 / 0.2873" e_lumo_ev="0.87 / 0.84"
C 1.001979 -1.675573 -0.272816 0.2 -0.1 0.0 -0.084
C -0.513878 2.042981 0.512420 0.0 0.1 0.2 -0.086
N -1.805838 -0.535512 0.645052 -0.5 1.0 0.7 -0.087
C 0.649491 -0.299148 0.054647 1.7 1.8 -0.2 -0.149
C -0.089964 0.657528 0.337143 -1.9 -1.6 -0.1 -0.147
N -2.563633 -1.076159 -0.356881 0.1 -0.2 -0.5 -0.072
C 2.486246 0.922194 -0.235407 0.5 -1.4 -0.3 -0.103
O 3.398116 0.250848 -0.618838 -0.5 0.6 0.2 -0.016
H -1.495316 -1.290311 1.252820 0.3 0.0 -0.2 0.053
H -2.997944 -0.355121 -0.921227 0.1 -0.1 0.1 0.073
H -2.128740 -1.785446 -0.946730 0.0 0.1 0.1 0.065
H 2.633641 2.029157 -0.052857 -0.3 -0.2 0.0 0.084
H 0.975342 -2.318851 0.609476 0.0 0.0 0.0 0.088
H 0.333867 -2.083274 -1.037254 0.0 0.1 0.1 0.078
H 2.022541 -1.688120 -0.665805 0.0 -0.1 0.0 0.068
H -0.522054 2.580272 -0.438204 0.1 0.0 0.0 0.085
H 0.141723 2.560660 1.213061 0.0 0.1 0.0 0.080
H -1.525578 2.063875 0.921400 0.1 -0.1 0.0 0.072

---

4.
18
Properties=species:S:1:pos:R:3:forces:R:3:lowdin_charge:R:1 method="wB97M-V/def2-TZVPD" homo_energy_ev=-8.31 homo_lumo_gap_ha=0.3293 e_lumo_ev=0.65
C -1.190517 1.113321 -0.804724 -1.4 -0.7 0.1 -0.194
N 0.169227 0.801399 -0.906612 2.9 -0.2 2.2 -0.062
C -2.046448 0.098010 -1.132147 1.6 1.3 0.2 -0.226
O -1.488927 -1.022962 -1.595827 3.2 0.5 0.0 -0.093
H -0.327090 -0.717273 -1.477798 -4.2 -1.2 0.2 0.203
H 0.624252 0.641755 -1.793343 0.1 0.7 -0.2 0.121
H -3.124499 0.178520 -1.086724 0.1 -0.2 0.0 0.114
H -0.806929 -0.168995 1.563863 0.3 0.2 0.0 0.056
H -1.490900 2.042495 -0.351956 -0.1 0.2 -0.1 0.097
C 1.192250 1.140973 0.210054 -1.2 1.2 -3.9 -0.268
C 0.160477 -0.643334 1.714196 -0.6 -1.5 0.5 -0.108
C 0.403491 -1.819750 1.131452 0.3 0.9 -0.3 -0.054
N 2.433955 0.966795 0.127975 -0.3 -0.8 0.9 0.095
H 2.725731 0.190408 -0.463254 -0.1 0.3 -0.4 0.055
H 0.815278 1.958743 0.819003 -0.3 -0.4 0.4 0.115
H 0.831277 -0.246851 2.460893 0.0 0.1 0.0 0.059
H -0.233856 -2.191915 0.343320 -0.3 -0.2 0.2 0.039
H 1.353229 -2.321337 1.241629 0.1 -0.1 0.3 0.051